Entry 1:
Here is a 9-piece molecular cluster, C33H51F2N7O15 overall from OMol25. Energies are from wB97M-V/def2-TZVPD.

frontier orbital gap = 8.6 eV
total charge = 0

Each line ends with the Mulliken charge.
Cartesian coordinates (Å):
1 O 21.604822 15.675282 7.520503  -0.59
2 N 20.604651 15.311584 8.062843  1.01
3 O 20.097269 15.813384 9.066155  -0.58
4 C 19.933694 14.092531 7.493647  -0.08
5 C 20.526608 13.318227 6.531669  -0.36
6 C 19.805383 12.278789 5.805495  -0.52
7 C 18.472236 12.167833 6.011500  -0.58
8 C 17.896584 12.862599 7.087815  -0.21
9 C 18.591008 13.873659 7.760165  -0.22
10 H 21.596303 13.431202 6.373591  0.44
11 H 20.351651 11.734078 5.032859  0.40
12 H 17.818691 11.454816 5.543986  0.41
13 H 16.816538 12.829968 7.262559  0.42
14 H 18.050768 14.379668 8.591098  0.46
15 O 16.012789 9.470095 7.653442  -0.72
16 N 14.953991 9.682534 7.115842  1.12
17 O 14.851282 10.425738 6.167878  -0.64
18 C 13.658247 9.054857 7.624211  0.54
19 C 12.509169 9.434874 7.008279  -0.37
20 C 11.384936 8.595745 7.287542  -0.92
21 C 11.561961 7.564253 8.227449  -0.56
22 C 12.718755 7.383168 8.949110  -0.16
23 C 13.815947 8.100000 8.548944  -0.13
24 H 12.479364 10.266435 6.275871  0.61
25 H 10.427835 8.778498 6.793791  0.32
26 H 10.651388 6.969226 8.486939  0.32
27 H 12.710301 6.660998 9.767550  0.24
28 H 14.785078 7.846030 8.957948  0.24
29 O 11.519972 7.598308 13.052303  -0.54
30 C 11.133949 8.081734 14.079522  0.61
31 O 9.843163 8.284223 14.353498  -0.40
32 C 9.741247 8.997274 15.630804  -0.33
33 C 11.202647 8.865068 16.193048  0.35
34 F 11.285683 7.803295 17.065885  -0.34
35 O 11.956577 8.547906 15.086944  -0.22
36 H 9.624142 10.043043 15.461017  0.16
37 H 9.033759 8.621902 16.313479  0.39
38 H 11.642397 9.760915 16.690148  0.24
39 O 14.488411 15.866463 12.813961  -0.45
40 C 15.132940 16.593796 12.151640  0.59
41 O 15.986946 17.576238 12.440169  -0.34
42 C 16.585415 18.100229 11.271579  -0.39
43 C 16.030941 17.215248 10.139557  0.22
44 F 16.873492 16.296466 9.585369  -0.21
45 O 14.979885 16.581035 10.770469  -0.30
46 H 16.286936 19.132960 11.046951  0.31
47 H 17.681814 17.975187 11.297192  0.29
48 H 15.753962 17.920691 9.428292  0.28
49 C 19.229386 10.971713 9.439448  -1.40
50 N 17.876028 10.664094 9.772381  0.39
51 C 17.382289 10.065403 10.895722  0.45
52 C 18.311064 10.061249 12.099824  -1.42
53 O 16.231939 9.620472 10.940827  -0.53
54 H 19.289557 10.892212 8.350778  0.29
55 H 19.990251 10.368337 9.914725  0.50
56 H 19.403004 12.059023 9.665740  0.42
57 H 17.287464 10.584612 8.940991  0.04
58 H 18.537856 9.013195 12.351073  0.20
59 H 17.748103 10.458811 12.906736  0.26
60 H 19.177755 10.682686 11.911711  0.55
61 C 9.327442 12.787507 13.213443  -1.03
62 N 10.709860 13.023369 13.358763  0.10
63 C 11.350671 12.640367 14.491678  0.52
64 C 12.894904 12.942390 14.485450  -0.55
65 O 10.790763 12.017439 15.395844  -0.70
66 H 8.839508 13.696648 12.697106  0.33
67 H 8.795868 12.805705 14.157832  0.38
68 H 9.071320 11.880281 12.605718  0.26
69 H 11.132873 13.249597 12.533450  0.20
70 H 13.151344 13.971487 14.293819  0.36
71 H 13.221253 12.299864 13.664105  -0.15
72 H 13.365505 12.627187 15.427257  0.36
73 C 15.833129 7.926408 14.818387  -0.71
74 N 14.983322 7.294711 13.837200  0.07
75 C 15.380931 6.571143 12.765807  0.77
76 C 14.206773 5.972879 12.014740  -0.75
77 O 16.532554 6.572390 12.503696  -0.65
78 H 15.124014 8.336045 15.619195  0.23
79 H 16.303425 8.778374 14.345088  0.08
80 H 16.638853 7.272603 15.123358  0.31
81 H 13.967628 7.248419 14.053423  0.09
82 H 13.262727 6.497606 12.144384  -0.01
83 H 14.140348 4.969827 12.349360  0.41
84 H 14.524550 6.038767 11.004113  0.21
85 C 13.244813 13.778060 7.463401  -1.05
86 N 12.281505 13.084274 8.266857  0.15
87 C 11.240288 12.389895 7.717547  0.68
88 C 10.327432 11.688112 8.748264  0.10
89 O 10.998017 12.295954 6.526493  -0.69
90 H 13.890444 13.087576 6.897413  0.18
91 H 13.808336 14.500353 8.006223  0.41
92 H 12.659986 14.386472 6.723950  0.35
93 H 12.420129 12.953385 9.305092  0.05
94 H 10.558457 12.022028 9.774582  -0.20
95 H 10.608497 10.613481 8.655120  -0.25
96 H 9.277246 11.753430 8.494492  0.42
97 C 12.309963 10.145317 11.700746  0.81
98 N 13.559525 10.813613 11.403263  1.04
99 C 13.598420 12.175592 11.235430  0.65
100 C 14.930961 12.782636 11.109986  0.45
101 O 12.512733 12.766129 11.146335  -1.03
102 H 12.516398 9.100030 11.748994  -0.35
103 H 11.554796 10.386946 10.928675  -0.28
104 H 11.896690 10.329839 12.703677  -0.33
105 H 14.476772 10.355650 11.397324  -0.24
106 H 14.886981 13.533353 10.248276  -0.09
107 H 15.714162 12.088263 10.986373  -0.46
108 H 15.114822 13.443729 11.971532  0.02

Forces on atoms 1 to 3 (eV/Å):
O 0.810 0.538 -0.386
N -1.095 -1.237 1.210
O 0.360 -0.309 -0.973

***

Entry 2:
Here is C16H18F24Li3N5O16S8 as an isolated structure from OMol25. Energies are from wB97M-V/def2-TZVPD.

energy above the lowest of the compared OMol25 structures with the same formula, charge and spin = 1064.6 kJ/mol
frontier orbital gap = 3.5 eV
total charge = 0

Each line ends with the Mulliken charge.
Cartesian coordinates (Å):
1 Li 1.134778 1.060446 -1.885490  0.87
2 Li 1.957178 3.143866 4.203790  0.91
3 Li 0.013148 -2.329314 -2.672640  0.87
4 C -7.846252 3.605256 -0.885030  -1.48
5 C -8.033812 2.671886 -2.101060  0.11
6 C -8.732092 3.445096 -3.168350  -1.12
7 N -9.134732 2.612406 -4.438250  0.19
8 C -9.716212 3.556606 -5.464220  -1.06
9 C -9.980162 1.367106 -4.068880  -0.57
10 C -9.180892 0.133426 -4.322840  -0.63
11 C -7.701612 0.542306 -4.697720  -0.47
12 C -7.831042 2.081546 -5.140690  -0.75
13 H -8.812332 3.732956 -0.396680  0.37
14 H -7.610482 4.625046 -1.189240  0.36
15 H -7.173432 3.271946 -0.094880  0.38
16 H -8.503672 1.738336 -1.791490  0.29
17 H -7.079572 2.334576 -2.505730  0.25
18 H -8.088582 4.233966 -3.557820  0.52
19 H -9.599862 3.978596 -2.780470  0.47
20 H -10.368832 4.254766 -4.940040  0.39
21 H -10.199572 3.135116 -6.345590  0.38
22 H -8.896122 4.234096 -5.702050  0.49
23 H -10.893762 1.420396 -4.660990  0.37
24 H -10.219952 1.547796 -3.021040  0.32
25 H -9.692512 -0.538124 -5.012300  0.34
26 H -9.246882 -0.525024 -3.456710  0.33
27 H -7.277572 0.096996 -5.597710  0.42
28 H -6.982692 0.407116 -3.889650  0.29
29 H -8.144822 2.156436 -6.181860  0.50
30 H -6.911492 2.666386 -5.162790  0.31
31 C 3.998768 0.190026 -3.909780  0.64
32 F 3.847558 0.224106 -2.564750  -0.22
33 F 4.035668 1.500696 -4.303650  -0.22
34 F 5.196018 -0.316764 -4.077380  -0.19
35 S 2.669218 -0.776984 -4.835270  1.03
36 O 3.164368 -0.989184 -6.214630  -0.51
37 O 2.532088 -1.994154 -4.033630  -0.68
38 N 1.108298 0.088756 -4.528650  -0.47
39 S 0.705228 0.559116 -6.024030  1.02
40 O 1.608418 1.604716 -6.488450  -0.61
41 O 0.505638 -0.501754 -6.982830  -0.59
42 C -0.988772 1.271236 -5.781850  0.57
43 F -1.037332 2.293566 -4.889560  -0.24
44 F -1.400032 1.917456 -6.900210  -0.20
45 F -1.841092 0.342596 -5.366150  -0.20
46 C 10.130138 -3.123684 3.855730  0.69
47 F 9.956618 -3.335174 2.569010  -0.24
48 F 11.073678 -2.304764 4.002700  -0.19
49 F 8.925898 -2.776174 4.421970  -0.22
50 S 10.672608 -4.766674 4.697720  0.91
51 O 10.876328 -4.522244 6.119100  -0.53
52 O 9.642188 -5.776074 4.310290  -0.65
53 N 12.125568 -5.308664 3.720630  -0.52
54 S 13.282258 -4.965694 4.811870  1.11
55 O 13.391218 -3.525774 5.028750  -0.66
56 O 13.251718 -5.721694 6.043020  -0.63
57 C 14.841628 -5.503994 3.832860  0.59
58 F 15.999938 -5.215764 4.496430  -0.23
59 F 14.819068 -6.806764 3.757360  -0.23
60 F 14.820848 -5.056934 2.605070  -0.21
61 C 4.815968 2.235956 6.135370  0.59
62 F 4.481778 1.769786 4.923930  -0.21
63 F 5.931238 1.798656 6.493200  -0.18
64 F 4.823598 3.562076 5.993720  -0.23
65 S 3.614468 1.523526 7.528160  0.87
66 O 3.841508 0.053266 7.614040  -0.55
67 O 3.797348 2.365086 8.735680  -0.59
68 N 2.131308 1.895916 6.759000  -0.43
69 S 1.122828 0.809146 7.425870  0.97
70 O 1.155488 -0.349564 6.541710  -0.60
71 O 1.256658 0.579566 8.862900  -0.58
72 C -0.501972 1.750666 6.990800  0.67
73 F -0.315482 2.411946 5.897390  -0.23
74 F -1.419682 0.948516 6.753680  -0.20
75 F -0.783692 2.415726 8.137090  -0.22
76 C -2.972122 -2.123304 -0.638410  0.64
77 F -2.774532 -2.261214 -1.943580  -0.21
78 F -4.182482 -1.941174 -0.406770  -0.19
79 F -2.517042 -3.218254 0.018110  -0.22
80 S -1.851832 -0.517144 0.011700  0.91
81 O -2.171412 0.522186 -0.923560  -0.63
82 O -2.428002 -0.275234 1.318040  -0.56
83 N -0.197292 -1.007384 -0.094400  -0.39
84 S 0.142568 -1.319144 1.483540  0.94
85 O 0.657788 -0.166234 2.247550  -0.60
86 O -0.891672 -2.128584 2.220990  -0.57
87 C 1.765368 -2.464084 1.397200  0.61
88 F 1.403308 -3.724694 1.499960  -0.22
89 F 2.240268 -2.377684 0.200750  -0.22
90 F 2.665878 -2.133654 2.373050  -0.16

Forces on atoms 1 to 3 (eV/Å):
Li -0.139 -0.398 -0.290
Li 0.149 -0.835 1.164
Li 0.409 0.200 0.030

***

Entry 3:
Here is the molecule C6H7ClN2 from OMol25. Energies are from wB97M-V/def2-TZVPD.

energy above the lowest of the compared OMol25 structures with the same formula, charge and spin = 540.1 kJ/mol
frontier orbital gap (alpha / beta) = 4.9 / 4.9 eV
total charge = 0

Each line ends with the Mulliken charge.
Cartesian coordinates (Å):
1 C -0.624770 0.415450 2.114750  0.57
2 C 0.854553 -1.752584 -0.184267  -0.40
3 C 0.881913 -2.351880 0.965523  0.20
4 C -0.136321 -0.667749 -0.718266  -0.91
5 C 0.289577 0.788128 -0.167818  0.45
6 C -0.425587 1.803447 -1.144794  -1.32
7 N -1.083963 -0.138096 3.066659  -0.69
8 N -0.077876 1.102487 1.197161  -0.57
9 Cl 0.463432 -2.347568 2.460451  0.04
10 H 1.382735 -2.293222 -0.959906  0.32
11 H 0.029283 -0.679164 -1.743033  0.51
12 H -1.101246 -0.947002 -0.542391  0.52
13 H 1.347381 1.078123 -0.218424  0.25
14 H -0.090417 1.494259 -2.143710  0.37
15 H -0.215538 2.856476 -0.892378  0.35
16 H -1.493156 1.638893 -1.089559  0.31

Forces on atoms 1 to 3 (eV/Å):
C 0.330 0.341 -0.833
C -0.396 -1.189 -0.381
C -0.551 1.504 -1.190

***

Entry 4:
Here is C2H31HfO14 as an isolated structure from OMol25. Energies are from wB97M-V/def2-TZVPD.

energy above the lowest of the compared OMol25 structures with the same formula, charge and spin = 80.6 kJ/mol
frontier orbital gap = 2.0 eV
total charge = +3

Each line ends with the Mulliken charge.
Cartesian coordinates (Å):
1 Hf -24.072220 -29.739760 -22.883600  1.80
2 C -19.126310 -31.964570 -20.343080  -1.08
3 C -19.391310 -31.795660 -21.856910  0.02
4 O -20.609410 -31.160700 -22.241090  -0.21
5 H -18.865100 -31.080280 -19.761800  0.38
6 H -18.263880 -32.623080 -20.239740  0.29
7 H -19.899470 -32.489680 -19.782200  0.31
8 H -19.328360 -32.830250 -22.194190  0.35
9 H -18.469280 -31.363140 -22.245350  0.35
10 O -20.892830 -33.875940 -25.960230  -0.56
11 H -21.225840 -33.210070 -26.561850  0.33
12 H -20.853470 -33.434630 -25.111740  0.25
13 O -17.684960 -36.103920 -17.645890  -0.59
14 H -18.442770 -36.229230 -17.074700  0.34
15 H -17.341570 -36.986350 -17.786060  0.35
16 O -21.811160 -27.293030 -23.840300  -0.56
17 H -21.764040 -26.365500 -23.608530  0.33
18 H -21.192010 -27.391400 -24.563620  0.33
19 O -14.191190 -32.062610 -19.575620  -0.54
20 H -14.525110 -32.943930 -19.742960  0.33
21 H -14.958220 -31.565200 -19.291950  0.30
22 O -19.214200 -31.126510 -15.156490  -0.57
23 H -18.740360 -30.635250 -15.827590  0.31
24 H -19.090580 -30.618250 -14.354850  0.36
25 O -23.887400 -31.754300 -19.919570  -0.57
26 H -23.044430 -32.123790 -19.656660  0.31
27 H -24.506070 -32.078220 -19.264920  0.33
28 O -15.303740 -28.010730 -21.814470  -0.57
29 H -15.733990 -28.640130 -21.235700  0.28
30 H -14.499520 -28.449940 -22.091140  0.32
31 O -15.538240 -35.073520 -21.110400  -0.58
32 H -15.493380 -35.668480 -21.858900  0.32
33 H -16.338900 -35.326160 -20.650670  0.30
34 O -18.581660 -26.609010 -20.321230  -0.59
35 H -18.424060 -27.416300 -20.810790  0.27
36 H -17.929320 -25.993880 -20.656360  0.36
37 O -14.262670 -32.229210 -24.216040  -0.57
38 H -14.473180 -32.162090 -23.284690  0.30
39 H -13.456930 -31.722450 -24.317090  0.35
40 O -19.591030 -29.520110 -25.800300  -0.59
41 H -19.752850 -30.015830 -24.997620  0.27
42 H -18.977660 -30.061500 -26.297190  0.32
43 O -16.659960 -30.937370 -27.026530  -0.57
44 H -16.154390 -30.841740 -26.219380  0.33
45 H -16.001460 -30.960430 -27.720850  0.34
46 O -16.197810 -29.798220 -16.867620  -0.60
47 H -16.503210 -29.154670 -16.228250  0.32
48 H -15.250650 -29.665850 -16.907720  0.32

Forces on atoms 1 to 3 (eV/Å):
Hf 0.740 0.427 0.434
C -0.382 -1.622 0.894
C -2.140 3.956 1.080

***

Entry 5:
Here is the molecule C4H7N from OMol25. Energies are from wB97M-V/def2-TZVPD.

energy above the lowest of the compared OMol25 structures with the same formula, charge and spin = 73.2 kJ/mol
frontier orbital gap = 10.1 eV
total charge = 0

Each line ends with the Mulliken charge.
Cartesian coordinates (Å):
1 C 0.660211 1.036608 -0.044939  -0.27
2 C -0.667172 1.031892 -0.049289  -0.27
3 C -1.180906 -0.380570 0.126058  -0.57
4 N 0.005242 -1.242423 -0.035842  -0.42
5 C 1.184275 -0.373481 0.124770  -0.57
6 H 1.302201 1.911241 -0.096986  0.39
7 H -1.311059 1.905973 -0.099209  0.39
8 H -1.616539 -0.509251 1.129176  0.21
9 H -1.963536 -0.654568 -0.592117  0.30
10 H 0.003699 -1.585916 -0.991134  0.30
11 H 1.964386 -0.638796 -0.596605  0.30
12 H 1.619195 -0.500704 1.126116  0.21

Forces on atoms 1 to 3 (eV/Å):
C -0.058 -0.022 -0.011
C 0.082 0.032 0.059
C -0.188 -0.003 0.039

***

Entry 6:
Here is the molecule C4H6OS from OMol25. Energies are from wB97M-V/def2-TZVPD.

energy above the lowest of the compared OMol25 structures with the same formula, charge and spin = 529.3 kJ/mol
frontier orbital gap (alpha / beta) = 6.4 / 6.4 eV
total charge = 0

Each line ends with the Mulliken charge.
Cartesian coordinates (Å):
1 C 0.245321 0.057490 -0.920424  -0.48
2 C 0.338611 -1.231466 -0.084383  -0.71
3 C -0.561243 1.000397 -0.127559  0.06
4 C -0.253452 1.192842 1.238650  -0.08
5 O -1.353127 0.459019 0.913206  -0.30
6 S 1.543918 -1.162631 1.269704  -0.30
7 H 1.215458 0.539645 -1.200419  0.25
8 H -0.290760 -0.197516 -1.886226  0.28
9 H -0.748042 -1.117153 0.253010  0.26
10 H 0.459494 -2.095179 -0.646111  0.43
11 H -1.177317 1.769646 -0.646289  0.37
12 H 0.581137 0.784905 1.836840  0.21

Forces on atoms 1 to 3 (eV/Å):
C 1.030 -1.107 -2.219
C -0.884 2.604 1.194
C -0.575 2.660 -2.284

***

no.,electronic energy (a.u.)
1,-2999.57879
2,-7702.51725
3,-802.29626
4,-1194.50457
5,-211.33281
6,-629.24557